Computed, not measured: a structure of composition C31H50BrN6S2Si2TcTe at a distorted geometry, with ωB97M-V/def2-TZVPD.

```
94
Properties=species:S:1:pos:R:3:forces:R:3
Tc 0.084464 0.046547 -0.681518 -0.330 -0.906 0.964
C 3.017784 3.043239 0.669996 -0.023 0.047 0.010
C 1.840169 2.249313 0.205354 -0.180 0.361 -0.004
N 1.797425 0.970386 0.045108 0.491 -0.203 0.084
N 2.894556 0.178048 0.398272 -0.331 -0.028 -0.526
C 2.807606 -1.144884 0.314182 -0.144 0.184 0.031
N 3.715521 -1.909088 0.861829 0.128 -0.160 0.015
S 1.504053 -1.871695 -0.689372 0.189 0.259 -0.190
C 0.541629 2.901684 -0.095472 0.234 -0.218 0.001
C 0.356504 4.261025 0.036925 -0.055 0.245 0.038
C -0.891332 4.808145 -0.242968 0.095 0.055 0.035
C -1.912091 3.972439 -0.649510 -0.110 -0.057 -0.028
C -1.663559 2.612831 -0.763459 0.065 0.029 0.052
N -0.471881 2.080196 -0.483212 -0.004 0.106 -0.222
H 3.972490 2.540372 0.528899 -0.006 -0.073 -0.019
H 2.915151 3.299128 1.728044 -0.019 0.017 -0.019
H 3.086602 3.974655 0.110354 -0.022 -0.008 -0.002
H 3.689903 0.620376 0.843846 -0.038 -0.018 0.052
H 4.462419 -1.549650 1.443744 -0.028 0.015 0.027
H 3.720309 -2.901145 0.673603 0.024 0.020 0.018
H 1.167707 4.897063 0.361668 -0.027 0.010 -0.033
H -1.052769 5.874281 -0.150878 0.009 -0.022 0.007
H -2.893328 4.357519 -0.891432 0.016 -0.010 0.006
H -2.425361 1.923404 -1.098979 -0.002 0.002 -0.024
Br -0.639647 0.169949 -3.032581 -0.020 0.125 -0.522
C -1.297296 -1.619446 -0.462199 0.175 0.154 -0.128
C -2.632894 -1.578418 -0.765013 -0.134 -0.040 0.104
C -3.495323 -2.678834 -0.520411 0.013 0.120 -0.041
C -3.029950 -3.805585 0.086571 0.029 -0.056 0.042
C -1.653496 -3.918040 0.404950 -0.046 -0.068 0.049
C -1.118513 -5.059534 1.053789 -0.061 0.017 -0.039
C 0.220633 -5.188002 1.302455 0.095 0.044 -0.001
C 1.118275 -4.204403 0.839245 -0.061 -0.114 0.016
C 0.600796 -3.077282 0.268546 -0.125 0.190 -0.079
C -0.790077 -2.849982 0.065235 0.057 -0.041 0.076
H -3.066480 -0.680454 -1.192613 0.003 -0.024 -0.030
H -4.540452 -2.602804 -0.793717 0.023 0.013 0.001
H -3.696113 -4.626754 0.320413 0.019 0.011 0.006
H -1.796126 -5.852707 1.346376 0.004 0.017 -0.004
H 0.605051 -6.066020 1.802663 0.003 0.004 -0.022
H 2.182654 -4.380326 0.925514 -0.020 -0.040 -0.031
C -3.990717 -1.614261 3.247503 -0.033 -0.234 -0.037
Si -3.839720 0.230497 3.252352 0.142 -0.043 -0.055
C -5.433827 1.078181 2.874330 -0.210 0.125 -0.014
C -3.045873 0.833541 4.814632 0.103 0.082 0.196
C -2.665603 0.693440 1.813487 0.000 0.075 -0.040
Te -0.715271 -0.135748 1.985287 0.045 0.016 0.018
C 0.121350 1.492828 3.079494 -0.096 0.049 -0.090
Si 1.405795 1.038492 4.399479 -0.134 -0.057 -0.063
C 2.896425 0.391154 3.458327 0.247 -0.120 -0.071
C 0.798126 -0.316002 5.500039 -0.074 -0.137 0.131
C 1.822509 2.584142 5.311764 0.125 0.185 0.119
H -4.597577 -1.957534 4.089211 0.016 0.016 -0.036
H -3.014553 -2.102032 3.330352 -0.032 -0.026 -0.006
H -4.471757 -1.963328 2.329373 0.038 -0.025 0.045
H -6.184888 0.844824 3.633605 0.023 0.009 -0.032
H -5.832530 0.756215 1.909430 -0.024 0.034 0.019
H -5.315322 2.164261 2.856534 -0.037 -0.022 -0.022
H -3.635132 0.539533 5.686618 0.014 0.020 -0.026
H -2.957109 1.923568 4.834161 0.020 -0.038 0.022
H -2.050290 0.396255 4.941947 -0.013 0.021 0.057
H -2.525599 1.775117 1.741172 0.018 -0.029 -0.041
H -3.068177 0.314994 0.871919 0.037 0.037 0.030
H -0.738128 1.985031 3.542727 0.026 -0.020 -0.009
H 0.553829 2.201964 2.369810 -0.056 0.055 0.015
H 2.618878 -0.503012 2.886289 0.014 0.098 0.117
H 3.682697 0.098000 4.158720 -0.023 0.025 0.002
H 3.319161 1.152509 2.791314 -0.047 -0.050 0.152
H 0.335755 -1.132884 4.940041 0.005 -0.020 0.037
H 0.076320 0.043733 6.236864 0.005 -0.014 -0.045
H 1.641754 -0.735332 6.055249 -0.050 0.000 0.018
H 2.126764 3.390075 4.638883 0.001 0.018 0.048
H 2.643456 2.407466 6.011815 -0.030 0.039 -0.011
H 0.967734 2.935649 5.894381 0.027 0.014 -0.027
C 2.742413 1.875766 -6.245098 -0.019 -0.138 -0.072
N 2.316776 0.502653 -6.549154 0.083 -0.100 -0.038
C 2.866673 -0.038997 -7.803944 -0.154 0.101 0.048
C 1.710204 -0.292967 -5.654011 0.205 0.299 0.050
S 2.165216 -0.051673 -3.992445 -0.089 -0.012 -0.079
N 0.862537 -1.229555 -6.035857 -0.180 -0.234 -0.043
C 0.161517 -1.177484 -7.329843 0.095 0.013 0.127
C 0.456017 -2.356331 -5.191737 0.056 0.072 -0.040
H 2.641606 2.451549 -7.163234 0.001 0.025 0.001
H 3.783228 1.909463 -5.925366 0.028 -0.016 0.010
H 2.102630 2.309561 -5.483924 0.004 -0.017 0.020
H 3.940804 0.143168 -7.807465 0.017 0.030 0.004
H 2.424066 0.454436 -8.668223 -0.026 -0.007 -0.006
H 2.696730 -1.107172 -7.864622 0.018 -0.043 0.012
H 0.162060 -0.162603 -7.714096 0.043 0.040 -0.017
H -0.865742 -1.491727 -7.158436 -0.007 0.004 0.008
H 0.616769 -1.851141 -8.053653 -0.011 -0.009 -0.026
H 1.084944 -2.417313 -4.309771 0.020 -0.001 -0.028
H 0.549236 -3.273254 -5.771647 0.001 -0.007 -0.017
H -0.581179 -2.223262 -4.888828 -0.017 -0.037 0.015
```
Positions in Å, forces in eV/Å.

* net charge: +3
* HOMO energy (alpha / beta): -15.0 / -15.0 eV
* ΔE to the lowest compared entry with this formula, charge and spin: 130.8 kJ/mol
* spin multiplicity: 4
* strongest force on any atom: 1.36 eV/Å
* gap between HOMO and LUMO (alpha / beta): 6.17 / 5.56 eV